Run 1
{"formula": "C5H9NO2", "method": "the ωB97M-V functional and the def2-TZVPD basis", "symbols": ["C", "C", "N", "C", "C", "C", "O", "O", "H", "H", "H", "H", "H", "H", "H", "H", "H"], "coordinates": [[1.149, 1.408, 1.085], [-2.124, -0.203, -0.544], [0.305, 1.200, -0.067], [-0.855, -0.290, 0.250], [0.556, 0.194, -0.951], [1.032, -1.113, -0.842], [1.552, -1.707, 0.239], [-0.708, -0.707, 1.374], [1.098, -1.362, 1.035], [0.183, 0.408, -1.951], [1.047, -1.732, -1.730], [1.498, 2.443, 1.076], [2.033, 0.775, 1.212], [0.556, 1.257, 2.002], [-2.931, 0.093, 0.127], [-2.026, 0.522, -1.349], [-2.366, -1.184, -0.966]], "mulliken_charge": [-0.7511, -1.1950, -0.3625, 0.8808, -0.3821, -0.1796, -0.5386, -0.5725, 0.3754, 0.4273, 0.3821, 0.3427, 0.2742, 0.3062, 0.3303, 0.3726, 0.2898], "homo_lumo_gap_ev": 8.663, "charge": 0}

---

Run 2
{"formula": "C5H9NO2", "method": "the ωB97M-V functional and the def2-TZVPD basis", "symbols": ["C", "C", "C", "C", "C", "H", "H", "H", "H", "H", "H", "H", "H", "H", "N", "O", "O"], "coordinates": [[0.364, 0.003, 0.890], [0.464, -1.338, 0.198], [-0.617, -0.038, -1.434], [-0.152, 0.818, -0.383], [1.087, 1.043, 0.452], [-1.100, -0.519, 2.046], [-0.396, -1.965, 0.328], [1.373, -1.973, 0.338], [0.975, -1.103, -1.759], [-1.632, -0.066, -1.097], [-0.570, 0.278, -2.601], [-1.567, 0.995, 1.216], [2.095, 1.051, -0.074], [0.908, 2.367, 0.801], [0.023, -1.285, -1.283], [-0.347, -0.132, 2.028], [-0.907, 1.865, 0.332]], "mulliken_charge": [0.5453, -0.8825, -0.7157, 0.3555, -0.2963, 0.3009, 0.3740, 0.3412, 0.3055, 0.2301, 0.2992, 0.3218, 0.2143, 0.3236, -0.5141, -0.5967, -0.6061], "homo_lumo_gap_ev": 9.033, "charge": 0}

---

Most stable structure among those shown: run 1.